Here is a structure of composition C45H43AsCrN4O4PS3 from the Open Molecules 2025 dataset. Energies are from ωB97M-V/def2-TZVPD.

XYZ file:
```
102
Properties=species:S:1:pos:R:3:forces:R:3:mulliken_spin:R:1
Cr 0.253847 1.416863 1.431975 0.643 0.088 -0.677 1.069
O -0.199206 2.764218 2.877293 -0.075 0.236 0.089 -0.012
N 0.475625 3.878086 3.039287 -0.032 -0.489 0.130 0.011
C -0.155674 4.861522 3.708127 -0.044 0.350 0.213 0.000
C 0.446121 6.062162 3.986621 -0.259 -0.195 0.003 -0.007
C 1.761638 6.250811 3.551070 0.064 0.262 -0.038 -0.011
C 2.393676 5.245252 2.875344 0.059 -0.301 -0.168 0.011
C 1.772280 4.001310 2.594938 0.225 0.125 0.023 -0.030
S 2.507959 2.716208 1.774318 -0.335 0.010 -0.213 -0.011
H -1.160081 4.591288 4.000455 -0.002 -0.012 0.010 0.000
H -0.102865 6.821216 4.525134 0.001 0.001 0.004 -0.002
H 2.274264 7.186558 3.740174 0.010 -0.010 0.006 -0.003
H 3.408811 5.360291 2.520394 0.004 -0.015 0.014 0.000
O 1.091084 -0.166126 2.569064 -0.022 -0.088 0.224 0.017
N 1.603502 0.020893 3.785881 -0.113 0.052 -0.357 -0.012
C 2.935693 0.226269 3.835907 0.127 0.015 0.024 0.001
C 3.611381 0.412064 5.008443 -0.073 0.011 0.020 -0.001
C 2.855371 0.407466 6.190716 0.117 -0.005 0.032 -0.001
C 1.511443 0.187190 6.129204 -0.225 -0.037 -0.055 -0.001
C 0.806746 -0.048290 4.905350 0.141 0.018 0.289 0.000
S -0.831409 -0.410725 4.838695 0.027 -0.008 0.022 -0.002
H 3.404758 0.237902 2.865067 -0.022 -0.021 -0.025 0.001
H 4.677318 0.585637 4.992978 0.004 0.000 0.001 0.000
H 3.335185 0.569474 7.149898 -0.013 0.005 0.003 0.000
H 0.904460 0.161695 7.022926 -0.001 0.004 0.008 0.000
C 0.728838 -2.021435 0.134989 -0.031 -0.083 0.080 -0.013
C -0.538758 -2.661446 -0.417751 -0.011 -0.019 -0.028 -0.004
As -0.408654 -4.614100 -0.520831 0.007 0.014 0.089 -0.002
C -1.759844 -4.911692 -1.918519 0.116 0.001 -0.005 0.000
C -2.701649 -3.955374 -2.281163 -0.134 -0.010 -0.051 0.000
C -3.589343 -4.198353 -3.326920 0.063 0.042 0.107 0.000
C -3.545066 -5.398917 -4.015925 -0.040 0.002 -0.051 0.000
C -2.621993 -6.369111 -3.647548 0.069 -0.026 0.078 0.000
C -1.741627 -6.126160 -2.602922 -0.088 -0.024 -0.071 0.000
C 1.131440 -4.679438 -1.737972 -0.147 -0.065 -0.036 0.001
C 2.254915 -5.406488 -1.370696 0.175 -0.007 -0.045 -0.001
C 3.375497 -5.449324 -2.198142 -0.085 -0.017 0.116 0.000
C 3.372950 -4.759413 -3.398377 0.036 0.027 -0.054 0.000
C 2.252081 -4.028584 -3.774454 -0.105 0.006 0.072 -0.001
C 1.135735 -3.993993 -2.950360 0.094 0.045 -0.084 0.001
P 0.871070 -0.192040 -0.193597 -0.096 0.973 0.120 -0.080
C 2.675081 -0.038687 -0.559155 -0.098 -0.087 0.020 0.001
C 3.634961 -0.892897 -0.021908 0.046 -0.003 0.015 -0.014
C 4.993707 -0.666760 -0.227641 -0.065 0.019 -0.004 0.002
C 5.411792 0.420443 -0.977483 -0.018 0.002 0.003 -0.005
C 4.462763 1.298032 -1.492911 -0.014 0.011 -0.002 -0.001
C 3.112744 1.080485 -1.273807 0.002 0.034 0.027 -0.005
C 0.149307 -0.098272 -1.888628 0.072 -0.139 0.120 0.026
C -1.192479 0.275124 -1.985985 -0.069 0.083 -0.033 0.007
C -1.841208 0.261512 -3.214217 0.035 0.006 0.041 -0.002
C -1.157064 -0.109228 -4.364438 0.022 -0.001 -0.027 -0.005
C 0.183682 -0.462770 -4.281773 0.002 0.023 0.080 0.001
C 0.827079 -0.459477 -3.048888 0.051 -0.047 -0.131 0.001
H 1.616210 -2.503700 -0.278755 0.008 -0.062 -0.068 0.005
H 0.752829 -2.103848 1.223707 0.043 -0.017 0.013 0.003
H -0.755105 -2.311403 -1.427075 0.045 -0.010 -0.017 0.003
H -1.386170 -2.401325 0.213729 0.026 0.022 -0.044 -0.001
H -2.753933 -3.008295 -1.759249 0.033 0.023 -0.014 0.000
H -4.305241 -3.434582 -3.604572 -0.006 0.000 0.002 0.000
H -4.224203 -5.578766 -4.840731 -0.012 -0.008 0.009 0.000
H -2.584636 -7.313947 -4.177010 0.004 -0.001 -0.007 0.000
H -1.018481 -6.886124 -2.325118 0.018 0.010 -0.015 0.000
H 2.264894 -5.931415 -0.421820 -0.005 -0.014 -0.009 0.000
H 4.250065 -6.012681 -1.895526 0.003 0.002 0.003 0.000
H 4.247625 -4.778844 -4.037413 -0.002 0.000 -0.004 0.000
H 2.249211 -3.473771 -4.704914 0.002 0.004 -0.004 0.000
H 0.270933 -3.410452 -3.248832 0.015 -0.020 0.008 0.000
H 3.330221 -1.732712 0.589563 -0.003 -0.025 -0.013 -0.001
H 5.721710 -1.342458 0.206244 0.004 -0.008 0.008 0.000
H 6.468375 0.598664 -1.140099 0.006 0.009 -0.001 -0.001
H 4.777562 2.173239 -2.048768 0.007 0.006 -0.003 0.000
H 2.382366 1.803389 -1.625015 0.017 -0.045 -0.013 0.002
H -1.723238 0.587385 -1.094055 0.009 -0.047 0.011 0.008
H -2.882271 0.557070 -3.267542 0.006 -0.016 0.000 0.000
H -1.661944 -0.111309 -5.323800 -0.008 -0.006 -0.004 -0.001
H 0.730171 -0.742907 -5.175413 0.004 -0.011 -0.014 0.000
H 1.870736 -0.749580 -2.992242 -0.013 -0.004 0.009 -0.001
N -0.253465 5.666208 0.165193 -0.175 -0.506 0.275 -0.005
C -0.940686 4.423286 0.024527 0.496 -0.791 -0.129 0.094
S -0.131479 3.007972 -0.541214 -0.467 0.731 0.274 -0.032
N -2.221629 4.441926 0.579343 0.819 0.471 0.134 0.005
C -3.307141 3.728172 0.151013 -0.635 -0.503 -0.379 -0.014
C -4.417397 3.570417 0.995556 0.055 0.162 -0.181 -0.002
C -5.544238 2.894079 0.569844 0.020 0.039 -0.048 0.001
C -5.605388 2.340855 -0.707108 0.173 0.066 0.064 0.002
C -4.502495 2.489865 -1.541329 -0.089 -0.037 -0.022 0.001
C -3.366211 3.171469 -1.136309 -0.031 0.080 0.178 0.010
H 0.740280 5.484326 0.082129 -0.036 0.041 -0.023 0.002
H -0.424338 6.111279 1.069219 0.035 -0.030 -0.110 0.006
H -2.321060 4.864291 1.495751 0.053 -0.112 -0.029 0.003
H -4.362723 3.951387 2.009638 0.018 -0.042 -0.005 0.000
H -6.378444 2.774817 1.252335 0.020 -0.011 0.008 0.000
H -6.478527 1.788935 -1.031623 -0.006 -0.001 -0.009 0.000
H -4.523471 2.059610 -2.537493 -0.010 0.014 0.007 0.000
H -2.505376 3.258898 -1.785816 -0.066 -0.018 0.013 0.003
C -3.216813 -1.067351 1.694233 0.084 -0.020 -0.061 -0.004
O -1.920089 -0.638559 1.332419 0.121 0.221 0.114 0.004
C -1.677253 0.772488 1.527542 -0.547 -0.376 0.068 -0.032
O -2.685942 1.412696 1.752408 0.091 0.113 0.071 0.014
H -3.214476 -2.159197 1.624674 -0.049 -0.011 0.010 0.000
H -3.982663 -0.653425 1.031283 -0.048 0.005 -0.011 0.001
H -3.454551 -0.766940 2.716256 -0.022 -0.020 0.036 0.001
```
Positions in Å, forces in eV/Å.

Output
LUMO energy (spin up / spin down) = 4.0 / 4.0 eV
HOMO-LUMO gap (spin up / spin down) = 3.5 / 3.0 eV
2S+1 = 2
HOMO level (spin up / spin down) = 0.5 / 1.0 eV
DFT total energy = -7076.6309 Ha
Charge = -2
Maximum force = 0.99 eV/A

***

Here is a structure of composition C45H43Cl4CsN11O2 from the Open Molecules 2025 dataset. Energies are from ωB97M-V/def2-TZVPD.

XYZ file:
```
106
Properties=species:S:1:pos:R:3:forces:R:3:mulliken_charge:R:1
Cs -0.297052 0.228379 0.215301 -0.063 -0.345 -0.522 1.463
C -4.538966 3.682920 1.618872 0.006 0.017 0.017 -0.844
C -5.196811 2.547103 1.160455 -0.002 -0.027 -0.012 -1.001
C -4.637056 1.740725 0.183615 -0.010 0.008 -0.005 0.101
C -3.390945 2.054282 -0.393588 0.076 0.006 0.091 -1.074
C -2.735325 3.195682 0.100088 0.077 -0.068 0.014 0.824
C -3.292924 3.989767 1.087948 -0.044 0.004 -0.006 -0.530
N -2.712618 1.241811 -1.280107 -0.037 -0.065 -0.199 0.179
C -3.339852 0.604816 -2.264892 0.032 -0.066 0.020 -0.078
C -4.625194 0.997050 -2.781043 -0.067 0.073 -0.063 -0.561
C -5.204673 0.388033 -3.855100 -0.002 0.078 0.066 -0.650
C -4.579083 -0.687275 -4.519924 0.090 -0.052 0.006 -0.832
C -3.359656 -1.105752 -4.062922 -0.115 0.013 -0.086 -0.319
C -2.728656 -0.503256 -2.955295 0.133 -0.086 0.033 0.096
N -1.525559 -0.996700 -2.461768 -0.136 0.098 0.000 0.869
N -0.979983 -1.908718 -3.133247 0.077 -0.033 0.016 -0.932
C 0.201898 -2.449754 -2.569847 -0.111 0.039 -0.155 -0.080
C 1.037991 -3.106624 -3.477209 0.064 -0.034 0.054 -0.253
C 2.191285 -3.702467 -3.009395 -0.033 0.013 -0.020 -0.641
C 2.471190 -3.642693 -1.650497 0.059 -0.017 0.072 -0.609
C 1.578083 -2.976290 -0.828964 -0.059 -0.006 -0.134 -0.101
N 0.464479 -2.386896 -1.266233 -0.009 -0.077 -0.078 -0.051
H -4.974510 4.297941 2.396269 0.001 0.001 -0.002 0.432
H -6.153669 2.266767 1.587550 -0.002 0.007 0.003 0.315
H -5.148221 0.836728 -0.123183 0.010 -0.003 -0.002 0.673
H -1.750923 3.420067 -0.295701 -0.053 -0.001 0.016 0.419
H -2.742993 4.847168 1.458311 -0.041 -0.048 0.017 0.321
H -5.123435 1.838090 -2.318237 0.008 -0.007 0.010 0.396
H -6.165456 0.751004 -4.205116 0.000 -0.009 -0.012 0.362
H -5.053712 -1.170537 -5.363672 -0.005 0.003 -0.002 0.358
H -2.852190 -1.934003 -4.537153 0.022 0.000 0.013 0.414
H 0.756211 -3.128270 -4.520397 -0.008 0.000 -0.001 0.440
H 2.862082 -4.212959 -3.689513 -0.004 0.001 -0.007 0.370
H 3.353288 -4.101911 -1.224738 0.003 0.006 -0.006 0.477
H 1.761672 -2.919456 0.235853 -0.002 0.019 0.029 0.431
N 3.188945 -0.459991 2.067271 -0.048 -0.044 -0.045 -0.135
C 3.365113 -1.785053 2.249237 0.004 -0.023 0.015 0.906
C 4.583655 -2.424529 2.081454 -0.016 -0.004 0.001 -0.894
C 4.708208 -3.812051 2.256469 0.015 -0.009 0.000 -0.526
C 3.641018 -4.597989 2.595828 -0.016 -0.016 0.004 -1.137
C 2.374318 -3.990080 2.768504 0.013 0.040 -0.010 1.713
C 1.202295 -4.721455 3.071895 -0.010 0.009 -0.001 -0.778
C 0.007045 -4.074343 3.180132 -0.013 -0.004 0.015 -0.829
C -0.026319 -2.676212 2.990324 0.037 -0.015 0.027 0.105
N 1.033424 -1.962719 2.716306 -0.094 -0.006 -0.045 -0.212
C 2.227630 -2.595034 2.602852 0.024 0.011 0.029 -0.399
H 3.972597 0.111604 1.814194 0.021 0.011 0.038 0.168
H 2.309017 0.020327 2.261676 -0.011 0.091 0.010 0.081
H 5.453998 -1.839812 1.807828 -0.003 0.009 -0.001 0.358
H 5.683081 -4.264034 2.114991 -0.002 -0.004 0.001 0.371
H 3.741691 -5.668218 2.724783 0.011 0.002 -0.002 0.367
H 1.271096 -5.795472 3.202068 0.000 -0.002 -0.001 0.393
H -0.909703 -4.606187 3.397371 0.008 -0.012 0.004 0.428
H -0.967546 -2.141746 3.074847 0.003 0.005 -0.023 0.222
Cl -1.778367 0.782999 3.085609 -0.077 0.115 0.356 -0.087
C -3.233659 0.229882 3.903594 0.004 -0.011 0.130 0.568
Cl -2.787697 -0.906294 5.209432 -0.008 0.015 -0.005 -0.113
Cl -4.121710 1.596493 4.596598 0.008 -0.036 -0.025 -0.098
C -4.108573 -0.492778 2.980328 0.004 0.084 -0.141 -0.131
N -4.787214 -1.063327 2.253307 -0.011 -0.054 0.049 -0.414
C -1.083970 8.169669 -0.830778 -0.011 0.011 0.031 -2.177
C -0.714265 6.771617 -1.347395 0.036 0.011 0.012 2.256
C -0.376606 5.932218 -0.105001 0.072 0.060 -0.046 -1.608
C -1.943955 6.170599 -2.034454 -0.054 -0.040 -0.011 -1.873
C 0.496042 6.884577 -2.347324 -0.068 -0.021 -0.025 1.520
O 1.683175 7.282160 -1.670653 -0.048 -0.086 0.050 -0.729
C 0.238786 8.017685 -3.357292 0.000 0.054 0.000 -1.376
C 1.274083 8.179625 -4.476274 0.019 0.009 -0.002 -1.331
C 1.073078 7.329853 -5.710423 0.006 0.014 -0.020 0.345
C -0.167707 7.235197 -6.335220 0.001 0.002 0.007 -0.118
C -0.345178 6.470385 -7.478079 0.007 -0.002 -0.001 -0.910
C 0.736667 5.790714 -8.010925 -0.007 -0.004 -0.008 0.400
Cl 0.523953 4.827884 -9.445107 -0.001 -0.003 -0.004 -0.233
C 1.984095 5.866904 -7.417650 -0.002 0.007 0.008 -0.868
C 2.139993 6.636258 -6.274354 0.005 0.007 -0.009 0.010
C 0.763634 5.591038 -3.141136 0.016 -0.043 0.017 -1.410
N 1.167951 4.446855 -2.343377 -0.121 0.016 0.063 1.093
C 0.580261 3.253253 -2.196134 0.053 -0.037 -0.058 -0.199
N 1.270053 2.507265 -1.355755 -0.075 -0.076 -0.019 -0.214
C 2.289720 3.315018 -0.992038 -0.073 0.061 0.029 -0.386
N 2.275418 4.498855 -1.569942 0.020 0.089 0.020 -1.074
H -1.818983 8.067530 -0.030628 -0.001 0.005 0.003 0.547
H -1.528377 8.798993 -1.603332 -0.012 -0.012 0.019 0.309
H -0.208592 8.677669 -0.422428 0.004 0.002 -0.014 0.403
H -1.218027 5.974432 0.588606 0.060 0.038 -0.055 0.261
H 0.492820 6.332204 0.415356 0.035 -0.007 0.015 0.349
H -0.202958 4.879406 -0.313773 0.083 0.009 -0.045 0.089
H -2.798986 6.210434 -1.357763 -0.002 0.006 0.020 0.521
H -1.811720 5.119088 -2.292760 0.018 -0.030 0.021 0.314
H -2.216199 6.714812 -2.942557 -0.019 -0.028 0.021 0.301
H 2.095881 6.490503 -1.287299 0.036 0.028 -0.036 0.552
H 0.248233 8.934631 -2.770132 0.022 -0.005 -0.031 0.692
H -0.765157 7.927030 -3.775282 0.034 0.002 -0.013 0.504
H 2.270031 8.002058 -4.064870 -0.005 -0.008 0.004 0.327
H 1.264357 9.227592 -4.790367 -0.014 -0.001 -0.004 0.412
H -1.019046 7.767011 -5.927848 -0.003 0.000 -0.005 0.381
H -1.313712 6.398142 -7.953339 -0.003 0.003 0.001 0.407
H 2.818444 5.325684 -7.841969 0.002 0.001 0.001 0.403
H 3.114547 6.690393 -5.802345 0.001 -0.004 -0.002 0.406
H 1.565340 5.778088 -3.852020 0.005 -0.003 0.053 0.357
H -0.120149 5.295078 -3.705394 0.033 0.004 -0.010 0.343
H -0.331175 2.963754 -2.698821 -0.009 0.005 0.007 0.407
H 3.042323 3.034929 -0.274104 -0.003 -0.012 0.001 0.492
O 0.807514 3.444797 3.713240 0.004 0.017 -0.003 -0.761
C 0.952441 2.513107 2.965891 0.025 0.024 -0.001 0.442
N 1.080099 1.590395 2.223015 0.239 0.341 0.474 -0.891
```
Positions in Å, forces in eV/Å.

Output
LUMO energy = 2.0 eV
HOMO-LUMO gap = 6.0 eV
HOMO level = -4.0 eV
DFT total energy = -4354.4131 Ha
Charge = -1
Maximum force = 0.63 eV/A
Energy relative to the best compared isomer or geometry (same formula, charge and spin) = 10.6 kcal per mole